Below is a molecular structure, C18H21F12N7O12S4Zn2 at a distorted geometry, with properties calculated with ωB97M-V/def2-TZVPD.

```
! RIJCOSX wB97M-V def2-TZVPD def2/J DEFGRID3
* xyz 1 2
Zn -1.51192 0.57019 -3.13619
Zn 2.12911 -2.93212 -1.78916
C -1.56950 -3.80051 -4.28451
F -2.41810 -3.62894 -5.28877
F -2.25481 -3.73095 -3.17605
F -1.01610 -5.01816 -4.44532
S -0.22484 -2.48325 -4.25139
O -0.96106 -1.20426 -4.09710
O 0.63594 -2.73295 -3.07010
O 0.48446 -2.66108 -5.52948
C -4.23126 -0.90432 -0.10218
F -3.83178 -2.16544 0.02802
F -5.34051 -0.68246 0.50673
F -3.26423 -0.17120 0.36072
S -4.38867 -0.43819 -1.95528
O -5.33012 -1.44895 -2.50824
O -4.96262 0.90360 -2.06561
O -2.97709 -0.51406 -2.42536
C -2.37202 4.06043 -0.29003
F -2.81877 3.32526 0.69043
F -2.80075 5.29210 -0.17774
F -1.05677 4.24410 -0.11109
S -2.69287 3.39139 -2.09608
O -4.14813 3.48944 -2.30090
O -1.94344 4.21275 -3.05871
O -2.27859 1.99671 -2.12021
C 0.13268 -0.22639 1.14209
F -0.35387 -1.48012 1.34407
F -0.85850 0.65954 1.43573
F 1.16458 -0.08263 2.04312
S 0.79447 -0.00392 -0.68060
O 1.66133 -1.18187 -0.90137
O -0.40960 -0.04883 -1.53844
O 1.56643 1.20220 -0.73145
C 2.15111 4.27628 -0.29066
C 3.62720 4.06858 -0.21655
N 4.76433 3.86279 -0.17298
H 1.77028 3.68992 -1.12688
H 1.89308 5.30402 -0.54612
H 1.66768 3.96519 0.63542
C -1.57536 -4.70730 0.46773
C -0.33543 -4.14164 -0.09540
N 0.60362 -3.71802 -0.57698
H -1.42904 -5.78608 0.41380
H -2.42121 -4.28946 -0.07819
H -1.72743 -4.46583 1.51972
C 0.42519 0.95346 5.69614
C 1.27079 0.68880 6.88771
N 1.94650 0.40095 7.76642
H -0.50168 0.39474 5.82595
H 0.71332 0.94250 4.64497
H 0.19896 2.00603 5.86650
C 3.86925 1.62225 1.90340
C 3.34363 2.00272 3.20725
N 2.95852 2.32037 4.20063
H 3.08970 1.47250 1.15641
H 4.37924 0.65895 1.89414
H 4.64213 2.35463 1.67020
C -2.35273 -0.96724 3.70470
C -2.17984 -2.44066 3.94388
N -1.90767 -3.55373 4.03515
H -1.93612 -0.60509 2.76481
H -1.92036 -0.31725 4.46539
H -3.39286 -0.64999 3.62997
C 4.60350 -2.95865 2.28117
C 4.05586 -3.04167 0.89311
N 3.61958 -3.03770 -0.20431
H 4.45600 -3.94163 2.72847
H 4.00903 -2.24239 2.84831
H 5.66785 -2.72735 2.32306
C 1.95488 3.00888 -5.17293
C 0.89126 2.19735 -4.52611
N 0.06176 1.60059 -3.91158
H 1.76964 3.94388 -4.64421
H 1.70259 3.21068 -6.21395
H 3.02014 2.83851 -5.01711
*
```

**Total energy**: -8334.1328 Eh
**HOMO energy (spin up / spin down)**: -13.134 / -12.415 eV
**HOMO-LUMO gap (spin up / spin down)**: 8.73 / 4.21 eV